107
Properties=species:S:1:pos:R:3 method="wB97M-V/def2-TZVPD" charge=+3 molar_mass_da=964.7 multiplicity=3 gap_ev="7.304 / 7.236"
V -0.9092 -0.5306 -1.3598
N -4.6546 -0.3834 0.8255
C -3.5481 -0.0007 0.2279
N -2.8055 -0.7995 -0.5132
C -3.2264 -2.1269 -0.7204
N -2.6233 -2.8805 -1.5881
N -1.6241 -2.1745 -2.2204
C -1.2306 -2.4847 -3.3964
C -0.2642 -1.5495 -3.9973
C 0.2048 -1.6693 -5.2868
C 1.0854 -0.7009 -5.7668
C 1.4590 0.3401 -4.9385
C 0.9315 0.4053 -3.6555
N 0.0847 -0.5117 -3.1898
C -4.3967 -2.6127 -0.0113
C -4.8567 -3.9290 -0.1219
C -6.0222 -4.3013 0.5115
C -6.7455 -3.3714 1.2639
C -6.3054 -2.0691 1.3917
C -5.1312 -1.7020 0.7476
H -5.1924 0.2994 1.3429
H -3.2280 1.0260 0.3614
H -1.6420 -3.3416 -3.9213
H -0.1206 -2.4915 -5.9093
H 1.4690 -0.7668 -6.7760
H 2.1514 1.1004 -5.2696
H 1.1920 1.2056 -2.9769
H -4.2959 -4.6319 -0.7210
H -6.3877 -5.3141 0.4187
H -7.6638 -3.6717 1.7496
H -6.8658 -1.3487 1.9737
S 0.5340 -1.1681 0.1845
Sb 1.8512 -3.1293 0.5103
C 3.7764 -2.3909 0.2644
C 4.1099 -1.3192 1.0956
C 5.3814 -0.7748 1.0206
C 6.3074 -1.2919 0.1238
C 5.9698 -2.3535 -0.7023
C 4.7013 -2.9122 -0.6360
C 1.5008 -3.4824 2.5245
C 0.2125 -3.7734 2.9711
C 0.0147 -4.0732 4.3079
C 1.0918 -4.0822 5.1865
C 2.3692 -3.7841 4.7386
C 2.5839 -3.4865 3.3996
C 1.0954 -4.5772 -0.7807
C -0.2611 -4.8790 -0.6621
C -0.8103 -5.8625 -1.4687
C -0.0140 -6.5361 -2.3860
C 1.3329 -6.2264 -2.5068
C 1.8969 -5.2462 -1.7023
H 3.3895 -0.9109 1.7962
H 5.6547 0.0466 1.6689
H 7.3013 -0.8680 0.0731
H 6.6961 -2.7550 -1.3956
H 4.4623 -3.7470 -1.2781
H -0.6329 -3.7660 2.2934
H -0.9777 -4.3107 4.6662
H 0.9326 -4.3301 6.2273
H 3.2034 -3.7935 5.4266
H 3.5875 -3.2738 3.0525
H -0.8932 -4.3551 0.0453
H -1.8590 -6.1104 -1.3761
H -0.4449 -7.3102 -3.0067
H 1.9501 -6.7529 -3.2219
H 2.9510 -5.0314 -1.7987
C 1.8805 5.9438 -0.2550
C 1.5564 4.4610 -0.5583
C 2.7418 3.5967 -0.1043
C 1.4376 4.2814 -2.0790
Si -0.0366 4.0835 0.4018
Br -0.8459 1.9140 -0.8770
C 0.1339 3.3979 2.1612
C 0.8934 4.4811 2.9635
C 0.9091 2.0736 2.2371
C -1.2245 3.1555 2.8321
C -1.5674 5.1337 0.0068
C -1.5722 5.6232 -1.4494
C -2.9169 4.4343 0.2369
C -1.4739 6.3579 0.9491
H 2.8459 6.1833 -0.7067
H 1.9613 6.1528 0.8134
H 1.1445 6.6260 -0.6774
H 3.6160 3.8827 -0.6946
H 2.5600 2.5325 -0.2730
H 3.0012 3.7470 0.9423
H 2.3692 4.6256 -2.5347
H 0.6253 4.8442 -2.5292
H 1.3055 3.2314 -2.3386
H 1.9221 4.6040 2.6262
H 0.9254 4.1752 4.0119
H 0.4088 5.4579 2.9263
H 1.9199 2.1432 1.8453
H 0.3921 1.2730 1.7090
H 0.9847 1.7872 3.2900
H -1.8200 4.0620 2.9262
H -1.0462 2.7818 3.8433
H -1.8103 2.4026 2.2987
H -1.6033 4.7949 -2.1595
H -0.7198 6.2568 -1.6876
H -2.4706 6.2247 -1.6055
H -3.0763 3.6333 -0.4864
H -3.7071 5.1729 0.0846
H -3.0361 4.0316 1.2399
H -0.5306 6.8980 0.8574
H -1.6067 6.0867 1.9968
H -2.2725 7.0556 0.6871

***

9
Properties=species:S:1:pos:R:3 method="wB97M-V/def2-TZVPD" charge=+1 relative_energy_kj_mol=0.0 molar_mass_da=169.7 multiplicity=2 gap_ev="7.456 / 8.719"
O 2.0768 -0.3743 -1.2458
H 1.9480 -1.0267 -1.9488
C -1.2780 -0.7268 -1.1054
C -0.1223 -0.9138 -0.6606
C 1.1350 -0.4082 -0.2756
C 1.1266 0.4930 0.8394
O 0.0533 0.9300 1.3314
Sr -2.0921 0.5869 0.6865
H 2.0843 0.9287 1.1618

***

50
Properties=species:S:1:pos:R:3 method="wB97M-V/def2-TZVPD" charge=+1 molar_mass_da=438.4 gap_ev=7.364
C -3.8140 -2.7046 0.4646
N -3.6152 -1.2552 0.3056
C -4.4213 -0.5607 -0.7938
H -4.4176 -1.2785 -1.7009
H -5.6067 -0.8357 -0.6229
C -4.1325 0.6951 -0.9651
N -3.7147 1.3000 0.3738
N -2.2808 1.7160 0.2075
C -1.2906 0.8786 0.0118
O -1.3627 -0.3929 -0.1620
C 0.0737 1.5921 0.2641
C 0.9920 0.5649 0.5532
C 2.4350 0.6321 0.7487
C 2.8338 2.2183 0.6940
C 1.8680 3.0516 0.0906
C 0.4851 2.6783 0.1423
Cl -0.4672 3.7836 -0.5177
H 2.1597 4.0295 0.1238
Cl 4.5251 2.7253 0.8712
S 3.4789 -0.4674 1.5964
O 4.4444 0.0789 2.2271
O 2.4900 -1.3963 2.1640
N 4.2547 -1.0736 0.2448
C 5.3088 -0.4661 -0.2729
H 5.7989 0.3454 0.0344
C 4.9946 0.2262 -1.7292
H 5.7793 0.3810 -2.2891
O 4.2554 -0.5116 -2.6121
C 3.0132 -1.2813 -1.8461
H 2.6778 -1.9461 -2.6281
C 3.5097 -1.9184 -0.7554
H 2.6019 -2.4211 -0.2821
H 4.1606 -2.8353 -0.9752
H 2.3490 -0.5829 -1.7091
H 4.2289 0.9885 -1.4563
H 6.1615 -1.0700 -0.6692
H 0.8325 -0.5462 0.6770
H -2.0474 2.6971 0.7466
C -4.2936 0.9639 1.4087
H -4.0219 1.5973 2.3535
H -5.2568 1.0738 1.4405
C -4.2158 -0.5277 1.8412
H -3.3461 -0.8408 2.3149
H -5.0340 -1.1801 2.0491
H -3.3633 0.8432 -1.8090
H -4.7348 1.3184 -1.4487
H -2.6506 -1.0684 0.1173
H -3.3860 -3.2897 -0.5152
H -3.2126 -2.9827 1.0863
H -5.0265 -2.9459 0.6068

***

23
Properties=species:S:1:pos:R:3 method="wB97M-V/def2-TZVPD" charge=0 smiles="[H]/N=C(/C)N(C)O.CNN" relative_energy_kj_mol=333.0 molar_mass_da=134.2 gap_ev=8.350
C -1.9667 -0.9710 -1.4483
C 0.0005 0.9470 2.0820
N -1.0584 -1.0994 -0.3126
C 0.3090 1.2181 0.6203
N -1.4411 -2.2230 0.5012
N -0.3188 2.2131 0.0831
H -2.2570 -1.9765 1.0685
H -0.7028 -2.4205 1.1824
H -0.0295 2.3495 -0.8842
H -2.8707 -0.4299 -1.1525
H -2.2462 -1.9433 -1.8658
H -1.4755 -0.3985 -2.2416
H -1.0294 0.5866 2.1653
H 0.0742 1.8823 2.6454
H 0.6709 0.2138 2.5334
C 1.9768 0.8282 -1.2848
N 1.5239 0.6489 0.0774
O 1.9343 -0.5674 0.6406
H 2.6742 -0.3076 1.2207
H -0.0857 -1.1784 -0.6536
H 1.3533 0.2661 -1.9882
H 1.9520 1.8777 -1.5944
H 3.0127 0.4843 -1.3945

***

9
Properties=species:S:1:pos:R:3 method="wB97M-V/def2-TZVPD" charge=-1 relative_energy_kj_mol=174.9 molar_mass_da=150.1 gap_ev=9.434
C 1.5154 0.6341 -0.5231
N 2.3009 1.3722 -0.9880
N 0.5770 -0.1672 -0.1905
N 0.4584 -0.8804 0.8719
O -2.2352 -0.1522 -1.6211
O 1.1915 -0.7365 1.7891
O -0.4167 -1.7530 0.8347
O -1.9652 0.9296 0.6056
S -1.4261 0.7533 -0.7786

***

48
Properties=species:S:1:pos:R:3 method="wB97M-V/def2-TZVPD" charge=+1 molar_mass_da=667.8 gap_ev=9.110
C -2.0863 -1.7760 -3.8680
C -1.2687 -1.3649 -2.6473
S -1.2989 0.4525 -2.4704
C -2.0946 0.7428 -0.8640
N -1.1261 1.3219 0.1044
C -0.4877 0.4773 0.9457
N -0.0039 0.9533 2.1733
N -0.2262 -0.7500 0.6271
C 0.5386 -1.6821 1.4388
C 2.0611 -1.5538 1.1798
C 2.4431 -0.8643 -0.2035
O 2.5884 -2.3678 0.2975
H -1.9710 -2.8436 -4.0349
H -1.7707 -1.2312 -4.7477
H -3.1362 -1.5859 -3.6746
H -0.2379 -1.6737 -2.7744
H -1.7128 -1.8284 -1.7685
H -2.5730 -0.1594 -0.4974
H -2.8363 1.5077 -1.0455
H -1.6267 1.9909 0.6799
H -0.7162 0.9175 2.8925
H 0.3341 1.9002 2.0558
H -0.5265 -1.0932 -0.2720
H 0.3839 -1.4728 2.4862
H 0.2919 -2.6930 1.1493
H 2.6911 -1.3024 2.0305
H 3.2018 -1.0666 -0.9622
H 3.1852 -0.2314 0.3724
C -5.5151 1.3083 0.9666
Cl -5.5492 -0.3213 0.2965
Cl -3.9950 1.5775 1.8531
Cl -5.7096 2.5174 -0.2871
H -6.3287 1.4042 1.6732
C 6.1313 -1.7919 -1.3752
Cl 6.8282 -1.6884 0.2404
Cl 5.9220 -0.1748 -2.0701
Cl 7.1180 -2.7981 -2.4266
H 5.1569 -2.2547 -1.2880
C 9.1669 -1.1791 3.7082
Cl 7.7455 -2.1838 3.3844
Cl 10.4237 -2.1192 4.5028
Cl 9.7670 -0.4508 2.2205
H 8.8670 -0.3834 4.3755
C -8.4607 5.2642 -0.8469
Cl -7.4501 5.1870 -2.2916
Cl -9.5199 3.8588 -0.7491
Cl -7.4608 5.3946 0.6017
H -9.0775 6.1497 -0.9120